one | 21
Properties=species:S:1:pos:R:3:mulliken_spin:R:1 method="wB97M-V/def2-TZVPD" total_charge=0 e_lumo_ev="0.9261 / -1.5711" multiplicity=2
H 1.20 -1.24 -0.80 0.000
H -0.27 -0.97 -1.68 -0.001
H -0.71 1.89 -0.47 0.044
C -1.03 -2.41 2.06 0.000
C 0.37 0.28 1.52 0.002
C -0.17 1.84 -1.42 -0.002
O 0.39 2.97 -1.90 0.844
H 1.75 0.96 -1.10 0.005
H -0.11 1.28 1.57 0.000
N 0.81 0.74 -1.39 0.009
H -0.85 1.54 -2.25 0.092
C 0.36 -0.55 -0.88 0.006
H -1.99 -2.90 1.85 0.000
H 1.27 0.72 1.11 0.000
C -0.37 -0.61 0.48 0.000
N -0.34 -2.03 0.82 0.000
H -0.41 -3.14 2.57 0.000
H -1.37 -0.18 0.36 0.001
H -1.28 -1.56 2.70 0.000
H 0.44 -0.03 2.56 0.000
H 0.60 -2.34 0.84 0.000

***

two | 21
Properties=species:S:1:pos:R:3:mulliken_spin:R:1 method="wB97M-V/def2-TZVPD" total_charge=0 e_lumo_ev="0.7475 / 0.6066" multiplicity=2
H -0.06 -1.57 -3.00 0.009
C -0.58 1.99 1.03 0.188
C 0.42 -2.35 -2.46 0.123
H 0.01 -3.47 -0.70 -0.014
H 0.42 0.32 -1.46 0.100
H 0.23 1.72 3.14 -0.001
C 0.00 -1.55 -0.15 1.091
C -0.07 2.41 2.35 0.029
H -1.24 0.34 -0.97 0.118
H -1.66 1.81 1.20 -0.049
H 0.01 -0.13 1.34 0.038
H 0.19 -3.25 -3.04 -0.015
N 0.04 -2.59 -1.06 -0.166
H -0.63 3.15 2.75 -0.001
H 1.12 0.96 0.52 -0.227
H 1.09 2.71 2.12 -0.003
H -0.50 2.85 0.28 -0.064
H 1.39 -2.16 -2.77 -0.062
N 0.18 0.70 0.55 -0.158
O -0.14 -1.83 1.01 -0.075
C -0.22 -0.05 -0.69 0.139

***

Quick one: least stable of them? two

***

one | 27
Properties=species:S:1:pos:R:3:mulliken_spin:R:1 method="wB97M-V/def2-TZVPD" total_charge=+1 e_lumo_ev="-4.2215 / -7.9472" multiplicity=2
H 1.01 -0.08 -0.56 -0.003
C -0.90 -0.95 -0.63 0.070
H -0.13 1.02 2.08 0.000
H -2.95 -1.18 -3.56 -0.001
H -0.08 -0.28 4.30 0.000
C -1.93 -1.06 -2.93 0.050
H -0.76 -0.39 -4.57 0.001
C 0.74 0.64 2.50 -0.001
C -1.94 -1.27 -1.58 0.305
H -0.15 -1.46 3.05 0.000
H 1.39 0.29 1.72 0.000
C 0.16 -0.03 -2.60 0.267
C 0.48 -0.56 3.40 0.000
C 0.22 -0.36 -1.22 0.058
H 2.38 0.13 -2.95 0.045
C -0.87 -0.45 -3.51 0.101
H 0.49 2.10 4.15 0.000
H 1.51 2.70 2.89 0.000
H -1.08 -1.09 0.43 0.004
H 1.57 -0.86 3.66 0.000
O -3.03 -1.96 -1.05 0.042
H 2.04 1.39 4.02 0.000
C 1.23 1.79 3.39 0.000
H -3.65 -1.30 -0.58 0.015
C 1.38 0.64 -3.11 0.007
H 1.26 1.03 -4.18 -0.001
H 1.62 1.56 -2.54 0.039

***

two | 27
Properties=species:S:1:pos:R:3:mulliken_spin:R:1 method="wB97M-V/def2-TZVPD" total_charge=+1 e_lumo_ev="-3.7371 / -7.5750" multiplicity=2
O 0.21 1.14 2.13 0.168
C -0.95 -0.85 2.02 0.112
H 2.74 0.47 -0.32 0.000
H 0.47 1.91 1.63 -0.009
H 1.95 0.68 -2.82 0.000
C -1.61 -1.77 1.27 0.018
H 3.57 0.83 -3.18 0.000
H 1.45 2.55 -1.57 0.000
H -1.55 -0.18 -1.76 -0.001
H -2.53 -2.77 -1.82 0.018
H -0.63 1.44 -0.64 -0.008
H 3.00 -0.53 -2.22 0.000
C -1.90 -1.59 -0.10 0.236
C -0.75 0.57 0.00 0.087
H 4.18 1.44 -0.88 0.000
H -2.08 -2.61 1.77 0.001
H 2.78 3.42 -0.87 0.000
H -2.87 -3.43 -0.26 0.000
C -1.42 -0.42 -0.71 0.070
C 2.93 0.55 -2.34 -0.001
H 1.77 2.51 0.17 0.001
C 2.24 2.48 -0.82 -0.001
C -0.49 0.33 1.36 0.262
C -2.83 -2.48 -0.81 0.006
H -0.76 -0.91 3.08 0.000
H -3.82 -2.05 -0.89 0.041
C 3.12 1.24 -0.99 0.001

***

Quick one: least stable of them? one

***

one | 17
Properties=species:S:1:pos:R:3:mulliken_charge:R:1 method="wB97M-V/def2-TZVPD" total_charge=0 e_lumo_ev=0.7755 smiles=CSSCCCO
C -1.40 1.51 2.89 -0.844
H -1.79 2.36 2.35 0.285
H 1.56 0.75 -0.89 0.305
H -1.44 1.72 3.96 0.338
H -2.13 0.72 2.74 0.297
H -0.45 -1.91 -2.17 0.321
H 1.83 -1.75 -0.92 0.253
H -0.83 0.84 -0.24 0.311
H 0.52 0.61 -2.26 0.339
H 2.16 -1.11 -2.59 0.291
S 0.27 -0.52 1.34 -0.109
C 1.41 -1.29 -1.82 -0.382
C -0.32 -0.12 -0.35 -0.539
O 0.45 -2.07 -2.50 -0.474
H -0.93 -0.97 -0.65 0.297
C 0.83 0.09 -1.35 -0.625
S 0.26 1.14 2.44 -0.065

***

two | 17
Properties=species:S:1:pos:R:3:mulliken_charge:R:1 method="wB97M-V/def2-TZVPD" total_charge=0 e_lumo_ev=-1.6101 smiles=CSSCCCO
C -1.02 -1.01 0.99 -0.605
H 3.15 1.07 -0.48 0.276
S 1.04 1.33 0.71 -0.097
C 0.08 -1.51 -0.06 -0.972
H -2.01 -1.12 -1.17 0.353
O -2.84 -0.87 -0.76 -0.482
H -1.89 0.77 0.35 0.137
C -2.30 -0.35 0.38 -0.217
H -3.04 -0.26 1.23 0.312
H 2.86 2.77 0.22 0.330
S 0.50 -0.37 -1.19 -0.084
H 1.01 -1.73 0.49 0.315
C 2.68 1.73 0.29 -0.806
H -0.39 -2.23 -0.62 0.564
H 3.56 1.42 0.97 0.286
H -1.26 -1.90 1.70 0.293
H -0.50 -0.30 1.53 0.397

***

three | 17
Properties=species:S:1:pos:R:3:mulliken_charge:R:1 method="wB97M-V/def2-TZVPD" total_charge=0 e_lumo_ev=0.4341 smiles="CC[C@H](C)[S@@H](=O)=S"
S -3.46 0.74 -0.19 -0.297
H 2.23 0.81 -0.29 0.455
H 2.15 -0.27 0.93 0.419
H -2.07 -1.44 -1.21 0.167
H 0.68 -0.91 -1.70 0.330
C -0.21 1.11 0.90 -1.429
H -0.44 0.45 1.76 0.402
H -0.59 0.94 -1.22 0.351
H 2.97 -0.69 -0.62 0.322
H 0.74 1.60 1.08 0.346
C 2.09 -0.19 -0.13 -1.499
C 0.74 -0.76 -0.59 -0.412
H 0.47 -1.66 -0.15 0.441
O -2.01 -1.51 0.88 -0.622
H -0.93 1.92 1.13 0.391
C -0.32 0.33 -0.34 0.115
S -2.03 -0.49 -0.24 0.520

***

four | 17
Properties=species:S:1:pos:R:3:mulliken_charge:R:1 method="wB97M-V/def2-TZVPD" total_charge=0 e_lumo_ev=0.7061 smiles=C1CSCSC1.O
C -1.02 1.86 -0.42 -0.480
S -0.78 1.58 1.33 -0.129
C 0.71 0.04 -1.08 -0.803
H -1.98 -3.68 -0.67 0.315
H -1.87 2.55 -0.60 0.370
H 1.96 -0.81 0.43 0.365
C 0.97 -0.32 0.38 -0.237
H 1.60 1.60 1.15 0.353
C 0.85 0.82 1.40 -0.677
H 1.02 -0.76 -1.78 0.356
H -1.61 -2.53 0.31 0.327
S -1.03 0.34 -1.43 -0.103
H 0.21 -1.09 0.61 0.049
H 1.05 0.47 2.43 0.349
H -0.09 2.39 -0.70 0.198
H 1.30 0.95 -1.33 0.392
O -1.29 -3.40 -0.02 -0.644

***

Quick one: least stable of them? two

***

one | 12
Properties=species:S:1:pos:R:3:mulliken_charge:R:1 method="wB97M-V/def2-TZVPD" total_charge=0 e_lumo_ev=1.1807 smiles=FCC1CC1
H 0.16 1.18 -0.74 0.239
H 0.27 -0.36 1.79 0.259
C -1.25 -0.26 -0.14 -0.415
C 0.04 -0.28 0.65 -0.207
C -0.57 0.96 0.03 -0.339
H -2.27 -0.50 0.33 0.227
H -1.38 -0.62 -1.24 0.134
H -1.02 2.10 0.35 0.253
C 1.20 -0.70 -0.14 -0.269
H 1.91 -1.45 0.28 0.263
F 1.96 0.63 0.01 -0.348
H 0.95 -0.71 -1.18 0.202

***

two | 12
Properties=species:S:1:pos:R:3:mulliken_charge:R:1 method="wB97M-V/def2-TZVPD" total_charge=0 e_lumo_ev=0.8353 smiles="C=C1CC1.F"
H -1.11 -1.63 -0.87 0.231
H -1.31 0.89 -1.21 0.173
H -2.22 0.96 0.35 0.219
H -1.92 -1.48 0.73 0.241
H 3.16 0.62 -1.56 0.386
F 2.48 0.03 -1.23 -0.378
H 1.26 1.32 1.20 0.233
C 0.94 0.30 1.00 -0.708
C -1.23 -1.04 0.02 -0.615
H 1.58 -0.47 1.37 0.248
C -0.20 0.04 0.39 0.350
C -1.43 0.45 -0.19 -0.380

***

Quick one: least stable of them? one

***

one | 9
Properties=species:S:1:pos:R:3:mulliken_charge:R:1 method="wB97M-V/def2-TZVPD" total_charge=+2 e_lumo_ev="-13.0639 / -12.4982"
F 0.23 -2.10 0.87 -0.071
H 2.35 0.43 0.67 0.387
In -1.44 1.71 -1.88 0.762
C -0.44 0.83 -0.38 1.000
H 1.00 -0.89 2.33 0.385
C 0.82 -0.92 1.26 0.383
C 1.53 -0.20 0.34 -0.175
O -0.90 0.41 0.70 -0.416
O 0.77 0.32 -0.71 -0.255

***

two | 9
Properties=species:S:1:pos:R:3:mulliken_charge:R:1 method="wB97M-V/def2-TZVPD" total_charge=+2 e_lumo_ev="-11.6975 / -14.3840"
In 2.52 -0.31 0.51 1.169
C -1.53 -1.31 0.09 -0.032
H -2.17 -1.42 -0.80 0.299
F -1.72 1.37 -0.42 -0.226
O -0.07 -1.21 -0.50 -0.335
O 1.01 0.63 0.23 -0.270
H -1.62 0.49 1.46 0.368
C -1.44 0.15 0.44 0.180
C -0.08 0.20 -0.19 0.848

***

Quick one: least stable of them? two

***

one | 49
Properties=species:S:1:pos:R:3:mulliken_charge:R:1 method="wB97M-V/def2-TZVPD" total_charge=0 e_lumo_ev=-0.9780
C 2.53 -0.72 1.73 -0.787
C 2.60 -0.85 -2.26 0.005
C 2.07 -0.80 -0.84 -0.031
C 1.43 1.31 -2.88 -0.619
N -1.11 1.58 -0.14 0.093
C 1.59 0.60 2.01 -0.970
H 4.69 -1.33 -1.60 0.731
H -1.19 2.35 -0.88 0.366
C -2.79 -1.74 3.01 -1.587
H 3.56 -3.08 -0.62 0.210
O 1.02 2.45 -0.01 -0.777
H 1.47 2.19 -3.44 0.475
C -2.21 1.04 0.22 -0.598
H 1.75 -1.34 -2.88 0.068
C -3.09 -0.89 1.71 0.245
H -2.65 -1.31 3.94 0.491
H -5.21 -1.30 1.42 0.083
H -4.55 1.80 -1.86 0.300
H 1.89 -1.66 1.65 0.392
C 3.66 -2.98 -1.72 -0.981
H 3.40 -0.78 2.15 0.523
H -0.57 -0.86 3.00 0.078
H -5.42 0.39 -0.62 0.164
H -3.78 -2.21 3.16 0.449
H -3.25 3.09 -1.21 0.261
C -3.33 1.10 -0.39 1.599
O 0.91 -1.70 -0.61 -0.803
H 0.60 0.77 -3.56 0.260
H 3.40 0.23 -0.10 0.386
H 3.33 1.07 -2.10 0.206
N 2.75 -0.54 0.13 0.076
H -2.85 1.81 -2.31 0.257
H 2.33 1.70 2.15 0.155
H -2.24 -2.82 2.68 0.286
C 2.62 0.44 -2.63 -0.155
C 4.04 -1.73 -2.11 -0.687
C -4.22 -0.62 1.18 -0.217
H 3.16 0.39 -3.92 0.131
H 3.07 -3.64 -2.46 0.245
H 4.68 -3.60 -1.94 0.367
C -4.53 0.11 0.12 -0.778
C 0.32 0.68 1.71 0.954
H 1.54 0.29 3.21 0.334
C -3.55 1.85 -1.40 -1.463
C -0.76 -0.16 1.92 0.055
C 0.14 1.65 0.58 -0.336
C -1.91 0.10 1.39 0.488
H 0.96 1.34 -1.95 -0.244
H 4.11 -1.65 -3.24 0.303

***

two | 49
Properties=species:S:1:pos:R:3:mulliken_charge:R:1 method="wB97M-V/def2-TZVPD" total_charge=0 e_lumo_ev=0.7208 smiles="O=C(Nc1ccccc1C(=O)N1CCCCC1)C1CCCCC1"
C -2.74 -1.23 0.74 0.166
H 4.51 -0.74 -0.30 0.194
H 2.69 -2.06 -1.12 0.478
C -3.67 -0.01 0.78 0.496
C 0.74 -1.51 -0.44 -0.169
C 2.45 1.83 0.02 -0.945
H -4.47 -0.34 1.46 0.366
C 4.83 1.22 0.52 -0.753
C 1.01 -0.05 -0.50 0.821
H 4.79 1.71 1.49 0.310
O 0.26 0.70 -1.12 -0.718
C -0.54 -1.97 -0.10 0.136
H -2.11 3.12 0.91 0.415
C -2.30 2.17 0.41 0.088
H -2.53 0.57 -1.80 0.275
H 5.86 1.27 0.16 0.374
C 1.73 -2.43 -0.80 0.073
N 2.10 0.43 0.15 0.205
H 4.17 3.00 -0.52 0.341
C -4.31 0.24 -0.59 -1.114
H -2.54 3.04 -1.55 0.392
C -3.11 2.41 -0.86 -0.942
C -3.45 1.08 -1.53 -0.390
C 0.23 -4.24 -0.37 -0.742
H -1.34 1.76 0.13 -0.171
H -5.26 0.76 -0.43 0.414
H 2.25 -4.48 -1.06 0.418
H 5.00 -0.75 1.40 0.375
H -4.04 2.94 -0.62 0.395
H -4.54 -0.72 -1.05 0.387
H -1.75 -3.70 0.24 0.500
C -3.06 1.27 1.38 -1.113
H 1.77 2.28 -0.69 0.412
C 2.92 -0.29 1.09 -0.942
H 3.99 1.51 -1.45 0.324
C -0.77 -3.34 -0.05 -0.506
H 2.82 0.20 2.07 0.411
H -4.01 1.26 -2.45 0.347
H -1.33 -0.11 -0.21 -0.529
N -1.54 -1.03 0.15 0.420
O -3.10 -2.29 1.22 -0.700
H 2.33 2.32 0.99 0.434
H -3.89 1.85 1.79 0.433
C 4.39 -0.23 0.66 -0.476
C 1.47 -3.78 -0.77 -0.699
H 2.58 -1.32 1.19 0.491
H -2.41 1.00 2.22 0.313
H 0.02 -5.30 -0.34 0.402
C 3.90 1.95 -0.45 -0.699

***

Quick one: least stable of them? one